[1]
110
Properties=species:S:1:pos:R:3 method="wB97M-V/def2-TZVPD" mol_weight_g_mol=1239.0 e_tot_ev=-306821.23925 total_charge=0
C -0.297 -0.572 2.526
C 0.243 -1.818 2.029
Si -0.980 -3.029 1.223
O -1.189 -2.905 -0.486
Si -0.832 -1.386 -1.191
C -2.419 -0.588 -1.960
C -3.139 0.177 -0.700
C -4.668 -0.320 -0.529
C -4.824 -1.319 0.745
O -6.203 -1.156 1.242
C -7.089 -1.928 0.428
O -7.024 -3.184 0.351
O 0.326 -1.665 -2.507
N 0.393 -3.020 -2.699
O -0.422 -3.299 -3.542
H -1.264 -0.576 3.155
H 0.228 0.422 2.265
H 1.348 -2.096 2.145
H -0.460 -4.393 1.484
H -2.315 -3.012 1.868
H -0.243 -0.378 -0.329
H -2.048 0.162 -2.754
H -3.097 -1.401 -2.387
H -3.123 1.287 -0.993
H -2.528 0.019 0.267
H -5.043 -0.797 -1.505
H -5.284 0.626 -0.309
H -4.126 -0.984 1.602
H -4.570 -2.395 0.471
H -7.854 -1.390 -0.223
Cl -3.175 4.771 -0.500
C -4.793 4.136 -0.111
C -4.949 3.829 1.365
Cl -3.951 2.443 1.871
H -4.967 3.251 -0.726
H -5.513 4.902 -0.407
H -5.987 3.566 1.581
H -4.679 4.685 1.985
Cl -6.212 -0.527 5.751
C -7.842 -0.466 5.035
C -7.867 0.311 3.734
Cl -7.581 2.052 3.985
H -8.520 -0.035 5.773
H -8.146 -1.498 4.854
H -8.848 0.217 3.265
H -7.117 -0.057 3.033
Cl 2.700 0.927 -2.575
C 1.500 1.265 -3.846
C 0.925 2.663 -3.732
Cl -0.103 2.849 -2.287
H 0.720 0.504 -3.788
H 2.013 1.154 -4.804
H 0.294 2.876 -4.597
H 1.711 3.419 -3.688
Cl 4.309 -1.242 5.107
C 2.704 -1.998 5.265
C 2.720 -3.469 4.897
Cl 2.999 -3.729 3.156
H 2.003 -1.436 4.645
H 2.404 -1.884 6.308
H 1.752 -3.917 5.130
H 3.490 -4.013 5.446
Cl 6.878 4.267 0.842
C 6.806 2.726 -0.049
C 5.397 2.384 -0.487
Cl 4.346 1.987 0.894
H 7.230 1.947 0.587
H 7.448 2.837 -0.924
H 5.413 1.505 -1.136
H 4.938 3.201 -1.036
Cl -2.658 -6.860 -5.893
C -1.208 -5.825 -5.843
C -0.858 -5.263 -7.206
Cl -0.289 -6.525 -8.329
H -0.387 -6.412 -5.427
H -1.426 -5.009 -5.152
H -0.047 -4.538 -7.110
H -1.711 -4.762 -7.666
Cl 6.130 1.556 6.768
C 6.975 2.807 5.823
C 6.430 2.929 4.414
Cl 6.805 1.501 3.418
H 8.040 2.571 5.824
H 6.836 3.751 6.355
H 6.884 3.788 3.915
H 5.347 3.066 4.413
Cl 7.469 2.216 -3.685
C 6.266 2.555 -4.953
C 5.693 3.954 -4.842
Cl 4.668 4.148 -3.396
H 5.485 1.795 -4.891
H 6.777 2.441 -5.911
H 5.060 4.164 -5.706
H 6.479 4.709 -4.802
Cl 3.178 4.675 -0.394
C 2.862 5.224 1.269
C 3.014 6.725 1.417
Cl 4.708 7.251 1.244
H 3.534 4.684 1.938
H 1.837 4.932 1.509
H 2.689 7.034 2.412
H 2.416 7.264 0.680
Cl -0.324 -7.517 -1.191
C -2.087 -7.703 -1.363
C -2.817 -6.382 -1.229
Cl -2.741 -5.736 0.430
H -2.426 -8.426 -0.620
H -2.265 -8.124 -2.354
H -3.874 -6.517 -1.467
H -2.409 -5.627 -1.904

***

[2]
104
Properties=species:S:1:pos:R:3 method="wB97M-V/def2-TZVPD" mol_weight_g_mol=1133.8 e_tot_ev=-290115.10003 total_charge=+1
C 4.474 -2.982 -1.370
C 2.958 -2.755 -1.346
P 2.069 -3.882 -2.497
C 2.566 -5.586 -2.086
N 0.381 -3.698 -1.908
C -0.552 -3.238 -2.654
C -1.799 -3.124 -1.858
C -1.590 -4.236 -0.816
C -0.087 -4.009 -0.544
H 4.947 -2.010 -1.445
H 4.766 -3.370 -0.402
H 4.822 -3.624 -2.173
H 2.537 -2.912 -0.354
H 2.664 -1.757 -1.658
H 1.912 -6.300 -2.579
H 2.581 -5.838 -1.027
H 3.556 -5.742 -2.502
H -0.371 -2.983 -3.686
H -2.751 -3.022 -2.360
H -1.643 -2.206 -1.277
H -1.708 -5.217 -1.264
H -2.195 -4.068 0.066
H 0.130 -3.198 0.142
H 0.336 -4.948 -0.207
Cl -2.135 0.583 -1.357
C -3.870 1.015 -1.448
C -4.757 -0.142 -1.067
Cl -4.702 -1.455 -2.284
H -4.071 1.361 -2.452
H -4.027 1.840 -0.758
H -5.789 0.192 -1.006
H -4.478 -0.563 -0.107
Cl 5.040 -4.828 2.727
C 6.006 -3.596 3.595
C 5.508 -2.202 3.332
Cl 5.804 -1.708 1.640
H 7.041 -3.712 3.290
H 5.931 -3.810 4.659
H 6.036 -1.495 3.970
H 4.442 -2.113 3.527
Cl -8.822 1.118 1.169
C -8.391 -0.598 0.983
C -7.442 -1.057 2.061
Cl -5.838 -0.285 1.908
H -7.961 -0.729 -0.007
H -9.313 -1.175 1.038
H -7.293 -2.133 1.984
H -7.821 -0.830 3.054
Cl -2.260 6.674 -4.312
C -1.459 5.582 -3.155
C -1.844 4.142 -3.370
Cl -3.553 3.837 -2.953
H -1.715 5.914 -2.151
H -0.386 5.698 -3.295
H -1.242 3.498 -2.730
H -1.696 3.841 -4.402
Cl 9.000 -5.285 4.171
C 8.658 -6.466 2.878
C 9.288 -6.062 1.570
Cl 8.516 -4.607 0.887
H 7.578 -6.557 2.787
H 9.062 -7.423 3.205
H 9.166 -6.863 0.843
H 10.349 -5.857 1.685
Cl -7.973 5.717 -0.361
C -9.536 4.872 -0.501
C -10.395 5.058 0.723
Cl -9.715 4.226 2.143
H -9.331 3.820 -0.682
H -10.044 5.283 -1.371
H -11.383 4.635 0.545
H -10.510 6.109 0.976
Cl 4.884 2.424 -2.352
C 5.167 1.929 -0.663
C 4.129 0.950 -0.182
Cl 2.516 1.696 -0.017
H 5.182 2.825 -0.047
H 6.151 1.465 -0.626
H 4.405 0.569 0.799
H 4.037 0.107 -0.863
Cl -1.545 4.289 -7.083
C -1.485 5.264 -8.575
C -2.170 6.595 -8.399
Cl -3.932 6.420 -8.209
H -1.939 4.682 -9.373
H -0.434 5.420 -8.813
H -2.003 7.210 -9.282
H -1.790 7.123 -7.529
Cl 7.985 0.176 5.386
C 8.932 -0.864 6.484
C 8.667 -2.326 6.239
Cl 7.012 -2.792 6.717
H 8.691 -0.580 7.505
H 9.983 -0.647 6.301
H 9.351 -2.932 6.831
H 8.798 -2.580 5.190
Cl -7.424 6.408 4.634
C -6.015 5.388 5.013
C -5.348 4.861 3.769
Cl -6.367 3.677 2.913
H -6.352 4.578 5.655
H -5.314 6.006 5.571
H -4.422 4.353 4.037
H -5.114 5.664 3.075

***

[3]
88
Properties=species:S:1:pos:R:3 method="wB97M-V/def2-TZVPD" mol_weight_g_mol=718.8 e_tot_ev=-76840.06425 total_charge=-1 multiplicity=5 s2=6.0331
Ir -0.023 0.088 -0.356
Cl 0.716 0.197 -2.639
P -0.740 -2.082 -1.056
C 0.382 -3.114 -2.189
C -1.008 -3.229 0.393
C -2.352 -2.217 -2.011
C 1.858 -2.713 -2.221
H -0.062 -2.862 -3.165
C 0.336 -4.643 -2.033
H 0.841 -4.982 -1.115
H 0.892 -5.069 -2.883
H -0.667 -5.079 -2.068
H 1.948 -1.691 -2.610
H 2.423 -3.379 -2.892
H 2.324 -2.762 -1.227
H -2.095 -1.691 -2.946
C -3.543 -1.494 -1.364
C -2.749 -3.664 -2.367
H -2.070 -4.119 -3.096
H -3.748 -3.664 -2.827
H -2.806 -4.318 -1.482
H -3.247 -0.651 -0.727
H -4.162 -2.186 -0.774
H -4.186 -1.102 -2.166
C 0.208 -3.133 1.309
H -1.056 -4.237 -0.042
C -2.302 -2.983 1.168
H 1.169 -3.246 0.782
H 0.151 -3.893 2.103
H 0.195 -2.157 1.816
H -2.407 -1.913 1.401
H -2.273 -3.533 2.120
H -3.194 -3.323 0.628
Cl -1.624 0.333 1.399
H -1.177 1.076 -0.993
P -0.082 2.605 -1.036
C -0.995 3.351 -2.479
C -0.515 3.747 0.344
C 1.682 3.090 -1.487
C -2.359 2.690 -2.725
H -0.328 3.104 -3.321
C -1.178 4.878 -2.420
H -1.984 5.167 -1.731
H -1.461 5.217 -3.427
H -0.279 5.434 -2.144
H -2.243 1.658 -3.079
H -2.904 3.257 -3.494
H -2.974 2.687 -1.813
H 1.801 2.493 -2.402
C 2.701 2.595 -0.460
C 1.937 4.555 -1.853
H 1.413 4.845 -2.768
H 3.011 4.673 -2.057
H 1.675 5.243 -1.033
H 2.227 1.962 0.299
H 3.237 3.409 0.059
H 3.447 1.969 -0.969
C -1.999 3.628 0.699
H -0.318 4.753 -0.048
C 0.386 3.503 1.552
H -2.652 4.116 -0.036
H -2.175 4.099 1.676
H -2.284 2.570 0.794
H 0.388 2.436 1.808
H -0.007 4.056 2.415
H 1.421 3.825 1.384
C -1.020 -0.629 4.567
N 0.133 -1.032 3.776
C 0.879 -2.109 4.417
C 0.894 0.088 3.257
C 1.890 -0.274 2.186
C 3.143 -0.579 2.702
C 4.209 -0.918 1.890
C 4.047 -0.926 0.512
C 2.808 -0.564 -0.016
C 1.695 -0.287 0.780
H -1.647 -1.514 4.743
H -1.583 0.105 3.982
H -0.728 -0.181 5.536
H 1.683 -2.463 3.762
H 1.321 -1.809 5.386
H 0.162 -2.926 4.591
H 0.132 0.754 2.846
H 1.459 0.584 4.085
H 3.280 -0.586 3.776
H 5.155 -1.190 2.350
H 4.859 -1.232 -0.158
H 2.686 -0.495 -1.089

***

Copy entry 2 word for word.
104
Properties=species:S:1:pos:R:3 method="wB97M-V/def2-TZVPD" mol_weight_g_mol=1133.8 e_tot_ev=-290115.10003 total_charge=+1
C 4.474 -2.982 -1.370
C 2.958 -2.755 -1.346
P 2.069 -3.882 -2.497
C 2.566 -5.586 -2.086
N 0.381 -3.698 -1.908
C -0.552 -3.238 -2.654
C -1.799 -3.124 -1.858
C -1.590 -4.236 -0.816
C -0.087 -4.009 -0.544
H 4.947 -2.010 -1.445
H 4.766 -3.370 -0.402
H 4.822 -3.624 -2.173
H 2.537 -2.912 -0.354
H 2.664 -1.757 -1.658
H 1.912 -6.300 -2.579
H 2.581 -5.838 -1.027
H 3.556 -5.742 -2.502
H -0.371 -2.983 -3.686
H -2.751 -3.022 -2.360
H -1.643 -2.206 -1.277
H -1.708 -5.217 -1.264
H -2.195 -4.068 0.066
H 0.130 -3.198 0.142
H 0.336 -4.948 -0.207
Cl -2.135 0.583 -1.357
C -3.870 1.015 -1.448
C -4.757 -0.142 -1.067
Cl -4.702 -1.455 -2.284
H -4.071 1.361 -2.452
H -4.027 1.840 -0.758
H -5.789 0.192 -1.006
H -4.478 -0.563 -0.107
Cl 5.040 -4.828 2.727
C 6.006 -3.596 3.595
C 5.508 -2.202 3.332
Cl 5.804 -1.708 1.640
H 7.041 -3.712 3.290
H 5.931 -3.810 4.659
H 6.036 -1.495 3.970
H 4.442 -2.113 3.527
Cl -8.822 1.118 1.169
C -8.391 -0.598 0.983
C -7.442 -1.057 2.061
Cl -5.838 -0.285 1.908
H -7.961 -0.729 -0.007
H -9.313 -1.175 1.038
H -7.293 -2.133 1.984
H -7.821 -0.830 3.054
Cl -2.260 6.674 -4.312
C -1.459 5.582 -3.155
C -1.844 4.142 -3.370
Cl -3.553 3.837 -2.953
H -1.715 5.914 -2.151
H -0.386 5.698 -3.295
H -1.242 3.498 -2.730
H -1.696 3.841 -4.402
Cl 9.000 -5.285 4.171
C 8.658 -6.466 2.878
C 9.288 -6.062 1.570
Cl 8.516 -4.607 0.887
H 7.578 -6.557 2.787
H 9.062 -7.423 3.205
H 9.166 -6.863 0.843
H 10.349 -5.857 1.685
Cl -7.973 5.717 -0.361
C -9.536 4.872 -0.501
C -10.395 5.058 0.723
Cl -9.715 4.226 2.143
H -9.331 3.820 -0.682
H -10.044 5.283 -1.371
H -11.383 4.635 0.545
H -10.510 6.109 0.976
Cl 4.884 2.424 -2.352
C 5.167 1.929 -0.663
C 4.129 0.950 -0.182
Cl 2.516 1.696 -0.017
H 5.182 2.825 -0.047
H 6.151 1.465 -0.626
H 4.405 0.569 0.799
H 4.037 0.107 -0.863
Cl -1.545 4.289 -7.083
C -1.485 5.264 -8.575
C -2.170 6.595 -8.399
Cl -3.932 6.420 -8.209
H -1.939 4.682 -9.373
H -0.434 5.420 -8.813
H -2.003 7.210 -9.282
H -1.790 7.123 -7.529
Cl 7.985 0.176 5.386
C 8.932 -0.864 6.484
C 8.667 -2.326 6.239
Cl 7.012 -2.792 6.717
H 8.691 -0.580 7.505
H 9.983 -0.647 6.301
H 9.351 -2.932 6.831
H 8.798 -2.580 5.190
Cl -7.424 6.408 4.634
C -6.015 5.388 5.013
C -5.348 4.861 3.769
Cl -6.367 3.677 2.913
H -6.352 4.578 5.655
H -5.314 6.006 5.571
H -4.422 4.353 4.037
H -5.114 5.664 3.075

***

Copy entry 3 word for word.
88
Properties=species:S:1:pos:R:3 method="wB97M-V/def2-TZVPD" mol_weight_g_mol=718.8 e_tot_ev=-76840.06425 total_charge=-1 multiplicity=5 s2=6.0331
Ir -0.023 0.088 -0.356
Cl 0.716 0.197 -2.639
P -0.740 -2.082 -1.056
C 0.382 -3.114 -2.189
C -1.008 -3.229 0.393
C -2.352 -2.217 -2.011
C 1.858 -2.713 -2.221
H -0.062 -2.862 -3.165
C 0.336 -4.643 -2.033
H 0.841 -4.982 -1.115
H 0.892 -5.069 -2.883
H -0.667 -5.079 -2.068
H 1.948 -1.691 -2.610
H 2.423 -3.379 -2.892
H 2.324 -2.762 -1.227
H -2.095 -1.691 -2.946
C -3.543 -1.494 -1.364
C -2.749 -3.664 -2.367
H -2.070 -4.119 -3.096
H -3.748 -3.664 -2.827
H -2.806 -4.318 -1.482
H -3.247 -0.651 -0.727
H -4.162 -2.186 -0.774
H -4.186 -1.102 -2.166
C 0.208 -3.133 1.309
H -1.056 -4.237 -0.042
C -2.302 -2.983 1.168
H 1.169 -3.246 0.782
H 0.151 -3.893 2.103
H 0.195 -2.157 1.816
H -2.407 -1.913 1.401
H -2.273 -3.533 2.120
H -3.194 -3.323 0.628
Cl -1.624 0.333 1.399
H -1.177 1.076 -0.993
P -0.082 2.605 -1.036
C -0.995 3.351 -2.479
C -0.515 3.747 0.344
C 1.682 3.090 -1.487
C -2.359 2.690 -2.725
H -0.328 3.104 -3.321
C -1.178 4.878 -2.420
H -1.984 5.167 -1.731
H -1.461 5.217 -3.427
H -0.279 5.434 -2.144
H -2.243 1.658 -3.079
H -2.904 3.257 -3.494
H -2.974 2.687 -1.813
H 1.801 2.493 -2.402
C 2.701 2.595 -0.460
C 1.937 4.555 -1.853
H 1.413 4.845 -2.768
H 3.011 4.673 -2.057
H 1.675 5.243 -1.033
H 2.227 1.962 0.299
H 3.237 3.409 0.059
H 3.447 1.969 -0.969
C -1.999 3.628 0.699
H -0.318 4.753 -0.048
C 0.386 3.503 1.552
H -2.652 4.116 -0.036
H -2.175 4.099 1.676
H -2.284 2.570 0.794
H 0.388 2.436 1.808
H -0.007 4.056 2.415
H 1.421 3.825 1.384
C -1.020 -0.629 4.567
N 0.133 -1.032 3.776
C 0.879 -2.109 4.417
C 0.894 0.088 3.257
C 1.890 -0.274 2.186
C 3.143 -0.579 2.702
C 4.209 -0.918 1.890
C 4.047 -0.926 0.512
C 2.808 -0.564 -0.016
C 1.695 -0.287 0.780
H -1.647 -1.514 4.743
H -1.583 0.105 3.982
H -0.728 -0.181 5.536
H 1.683 -2.463 3.762
H 1.321 -1.809 5.386
H 0.162 -2.926 4.591
H 0.132 0.754 2.846
H 1.459 0.584 4.085
H 3.280 -0.586 3.776
H 5.155 -1.190 2.350
H 4.859 -1.232 -0.158
H 2.686 -0.495 -1.089